2 unconnected molecules or ions with the total composition C14H16BrO3S in a non-equilibrium geometry. Source: the Open Molecules 2025 dataset; level of theory: ωB97M-V/def2-TZVPD.

```
35
Properties=species:S:1:pos:R:3:forces:R:3:mulliken_charge:R:1
C -4.720 -0.923 0.812 0.565 -0.213 0.646 -0.367
C -5.182 -0.623 -0.593 0.194 0.092 -0.729 -0.424
O -4.019 -0.138 -1.284 -0.453 0.159 0.738 -0.523
C -2.885 -0.337 -0.446 1.668 -0.357 -1.003 1.128
C -2.073 -1.584 -0.971 -0.942 1.069 -0.214 -0.867
C -0.826 -1.777 -0.147 0.897 -0.181 0.276 -0.581
C 0.000 -0.502 -0.252 1.244 0.164 -1.141 0.336
O 1.023 -0.409 -0.920 -2.264 -0.072 0.392 -0.635
C -0.707 0.678 0.392 0.646 -0.045 0.237 -0.533
C -1.963 0.930 -0.423 -0.968 -0.563 -0.581 -0.904
O -3.331 -0.599 0.855 -0.722 0.250 0.158 -0.415
H -5.226 -0.299 1.553 -0.026 -0.205 0.036 0.269
H -4.837 -1.986 1.054 -0.138 0.142 0.118 0.244
H -5.547 -1.536 -1.088 -0.021 0.309 0.015 0.256
H -5.967 0.146 -0.591 0.223 -0.170 -0.252 0.285
H -2.729 -2.458 -0.923 -0.031 -0.006 -0.042 0.357
H -1.818 -1.393 -2.029 -0.119 -0.124 0.370 0.316
H -1.096 -1.929 0.906 0.076 -0.075 -0.173 0.313
H -0.236 -2.628 -0.502 -0.048 0.181 0.102 0.327
H -0.969 0.421 1.429 0.085 0.091 -0.224 0.326
H -0.038 1.546 0.401 -0.157 -0.211 -0.039 0.343
H -1.687 1.168 -1.468 -0.194 -0.074 0.411 0.310
H -2.548 1.757 -0.018 -0.028 0.024 -0.033 0.378
Br 6.763 3.129 -1.153 0.474 0.340 -0.159 -0.276
C 5.698 1.899 -0.205 -0.723 -0.937 0.737 0.116
C 4.826 2.370 0.804 0.315 -0.528 -0.558 -0.262
C 3.894 1.497 1.353 0.870 -0.030 -0.614 -0.661
C 3.803 0.146 0.904 0.600 0.776 -0.409 0.184
S 2.505 -0.783 1.387 -0.565 -1.417 1.472 -0.529
C 4.786 -0.338 -0.012 0.279 0.980 0.312 -0.623
C 5.729 0.530 -0.560 -0.326 0.720 0.415 -0.239
H 4.903 3.404 1.139 -0.126 -0.178 -0.166 0.348
H 3.199 1.826 2.117 0.052 -0.004 -0.076 0.331
H 4.776 -1.388 -0.274 -0.038 0.044 -0.032 0.325
H 6.500 0.181 -1.247 -0.298 0.050 0.012 0.349
```
Forces are in eV/Å.

Relative energy (zero: lowest compared OMol25 entry of this formula, charge and spin), eV: 0.2214
DFT total energy, hartree: -3741.0195
LUMO, eV: 2.47
Total charge: -1
Frontier orbital gap, eV: 4.983

---

A molecular structure, C14H16Cl12N2OS in a non-equilibrium geometry. Source: the Open Molecules 2025 dataset; level of theory: ωB97M-V/def2-TZVPD.

```
46
Properties=species:S:1:pos:R:3:forces:R:3:mulliken_charge:R:1
C 4.178 -1.742 -1.318 -0.452 -0.265 0.501 -1.262
C 3.034 -1.053 -0.508 0.391 0.251 0.342 0.490
C 2.628 0.348 -1.049 0.573 -0.654 0.073 -0.393
C 2.112 0.327 -2.506 0.601 0.632 -0.016 -0.634
O 0.682 0.466 -2.670 0.381 -0.670 0.766 -0.551
C 0.038 -0.503 -1.916 0.391 0.748 -0.521 0.533
C 0.120 -1.812 -2.270 -0.468 -0.749 1.545 -0.933
C -0.553 -2.797 -1.420 0.672 0.518 -0.831 -0.479
C -1.238 -2.426 -0.318 -0.784 -0.365 1.122 -0.790
C -1.371 -1.049 0.065 0.701 0.275 -0.732 0.285
N -2.023 -0.521 1.117 0.650 0.498 -1.146 -0.415
S -1.797 1.078 0.958 -0.412 0.405 -0.504 0.289
N -0.866 1.228 -0.379 -0.888 -1.650 0.916 -0.528
C -0.713 -0.056 -0.758 0.216 -0.478 -0.722 0.896
H 3.796 -2.697 -1.714 0.359 0.405 -0.233 0.265
H 4.577 -1.104 -2.121 -0.200 -0.300 0.152 0.296
H 5.016 -2.000 -0.648 -0.281 0.142 -0.308 0.386
H 2.163 -1.724 -0.402 0.282 0.314 -0.228 0.100
H 3.406 -0.910 0.519 -0.251 0.014 -0.365 -0.153
H 1.948 0.817 -0.327 -0.039 0.039 -0.527 0.064
H 3.553 0.957 -1.046 -0.394 -0.164 0.028 0.408
H 2.562 1.180 -3.037 -0.463 -0.260 0.029 0.372
H 2.495 -0.586 -2.999 -0.414 0.251 0.076 0.327
H 0.678 -2.153 -3.144 -0.121 0.300 0.354 0.586
H -0.493 -3.850 -1.707 -0.034 0.352 0.166 0.441
H -1.727 -3.165 0.326 0.198 0.212 -0.343 0.431
C 2.123 1.312 3.277 -0.013 -0.101 0.102 -0.032
Cl 1.509 0.951 4.892 -0.015 0.063 -0.056 -0.119
Cl 3.517 0.299 2.906 0.000 0.047 0.021 -0.150
Cl 0.833 1.121 2.072 0.844 0.123 0.574 0.036
H 2.444 2.346 3.259 -0.066 -0.040 -0.027 0.263
C -0.925 4.092 3.119 -0.125 0.068 0.024 0.755
Cl -2.056 4.411 4.433 0.044 0.001 -0.039 -0.120
Cl -1.428 4.914 1.641 0.028 -0.096 0.011 -0.125
Cl 0.714 4.578 3.574 0.002 -0.014 -0.005 -0.150
H -0.921 3.026 2.928 0.034 0.043 0.041 -0.339
C -4.609 0.928 4.743 0.016 0.167 0.008 -0.045
Cl -6.064 1.927 4.722 0.013 -0.058 0.009 -0.127
Cl -3.792 0.995 3.176 -0.319 -0.010 0.409 -0.127
Cl -3.525 1.435 6.040 -0.025 -0.093 -0.022 -0.110
H -4.904 -0.098 4.929 0.025 0.040 -0.036 0.331
C -2.969 -1.690 -5.389 -0.029 0.059 0.089 -0.004
Cl -1.778 -1.515 -4.090 -0.673 0.018 -0.663 0.011
Cl -3.754 -3.271 -5.305 0.039 0.020 -0.034 -0.139
Cl -4.167 -0.395 -5.316 0.044 -0.024 -0.036 -0.132
H -2.452 -1.619 -6.339 -0.040 -0.009 0.035 0.292
```
Forces are in eV/Å.

DFT total energy, hartree: -6648.2469
LUMO, eV: -0.78
Frontier orbital gap, eV: 8.177

---

2 unconnected molecules or ions with the total composition C14H16Cl3F2O4SSi in a non-equilibrium geometry. Source: the Open Molecules 2025 dataset; level of theory: ωB97M-V/def2-TZVPD.

```
41
Properties=species:S:1:pos:R:3:forces:R:3:mulliken_charge:R:1
C 3.560 -2.216 1.587 0.078 -0.425 0.056 -1.065
Si 2.302 -1.398 0.371 0.429 0.329 0.454 0.384
C 2.487 -2.333 -1.278 -0.189 -0.684 -0.593 -1.082
C 0.562 -1.561 1.169 0.292 -0.209 -0.013 -0.651
C -0.583 -2.019 0.172 -0.429 -0.100 0.861 -0.870
C -1.607 -0.908 -0.220 -1.419 -1.089 -1.400 0.721
F -1.117 0.009 -1.155 -0.283 -1.115 1.365 -0.250
F -2.688 -1.557 -0.863 1.521 0.821 0.445 -0.284
S -2.311 0.038 1.201 1.823 0.131 0.435 -0.038
C -3.567 -0.959 2.165 -3.882 -5.680 2.067 0.728
O -4.287 -0.364 2.953 1.573 1.586 -1.180 -0.600
O -3.596 -2.238 1.996 1.893 3.527 -0.972 -0.673
C -2.923 1.737 0.703 -1.000 7.490 0.530 0.603
O -3.588 1.979 -0.301 0.442 -2.567 -0.114 -0.545
O -2.582 2.686 1.520 0.185 -4.411 -0.923 -0.666
C 2.616 0.496 0.197 0.505 1.559 -0.449 0.663
C 1.967 1.207 -0.925 1.325 1.964 1.267 -0.034
C 2.128 2.676 -1.094 1.195 -1.556 2.260 -0.722
C 2.949 3.385 -0.102 0.192 -1.896 0.374 -0.312
C 3.639 2.679 1.016 -1.747 -1.368 -1.752 -0.529
C 3.470 1.221 1.172 -1.145 1.870 -2.074 -0.308
H 4.382 -2.766 1.045 -0.748 0.669 0.442 0.283
H 4.037 -1.483 2.289 -0.495 -0.779 -0.498 0.251
H 2.995 -3.005 2.170 0.670 0.926 -0.422 0.299
H 2.061 -3.377 -1.149 0.417 1.064 -0.104 0.312
H 3.563 -2.480 -1.598 -1.142 0.378 0.435 0.327
H 1.921 -1.866 -2.130 0.555 -0.371 0.767 0.308
H 0.359 -0.574 1.676 -0.059 -0.996 -0.624 0.357
H 0.679 -2.311 2.013 -0.371 0.747 -1.011 0.509
H -1.165 -2.835 0.701 0.250 1.158 -0.726 0.280
H -0.216 -2.481 -0.786 -0.248 0.671 0.825 0.405
H 1.333 0.684 -1.684 0.677 0.318 0.961 0.155
H 1.627 3.216 -1.941 0.601 -0.614 1.066 0.321
H 3.102 4.491 -0.177 -0.255 -1.151 0.000 0.303
H 4.254 3.259 1.744 -0.616 -0.555 -0.776 0.326
H 3.986 0.698 2.018 -0.654 0.504 -1.002 0.096
C -5.894 1.742 -2.846 0.262 -0.211 0.255 0.137
Cl -6.102 2.052 -4.580 -0.025 0.075 -0.046 -0.167
Cl -7.467 1.577 -2.054 0.031 0.062 -0.047 -0.149
Cl -4.911 0.306 -2.584 -0.168 0.070 -0.149 -0.070
H -5.377 2.591 -2.407 -0.041 -0.142 0.010 0.246
```
Forces are in eV/Å.

DFT total energy, hartree: -3112.0373
LUMO, eV: 2.46
Total charge: -1
Frontier orbital gap, eV: 8.324

---

Q: LUMO of number 2 (C14H16Cl12N2OS)?
A: -0.78 eV